--- one ---
{
  "formula": "C2H5NO2",
  "method": "the ωB97M-V functional and the def2-TZVPD basis",
  "orbital_gap_ev": 10.60,
  "e_lumo_ev": 1.01,
  "symbols": ["C", "O", "C", "N", "O", "H", "H", "H", "H", "H"],
  "xyz": [[1.4177, -0.5651, -0.0429], [1.0918, 0.9360, 0.0989], [-0.3466, 1.0137, 0.0318], [-1.0167, -0.0244, 0.1912], [-2.4309, 0.0435, -0.0421], [2.1328, -0.7611, 0.8641], [0.4901, -1.0972, -0.2374], [2.2068, -0.6444, -0.7586], [-0.8102, 1.9407, -0.3158], [-2.7349, -0.8417, 0.2106]],
  "lowdin_charge": [-0.0353, -0.1367, -0.1904, -0.0436, -0.0539, 0.1165, 0.0550, 0.0539, 0.1435, 0.0910]
}

***

--- two ---
{
  "formula": "C2H5NO2",
  "method": "the ωB97M-V functional and the def2-TZVPD basis",
  "orbital_gap_ev": 11.09,
  "e_lumo_ev": 0.81,
  "symbols": ["O", "C", "C", "N", "O", "H", "H", "H", "H", "H"],
  "xyz": [[0.2705, 0.0147, -1.9847], [-0.5769, -0.8271, -1.1074], [-0.4591, -0.5169, 0.4276], [0.4517, 0.3092, 0.6781], [0.3202, 0.8536, 2.0374], [0.3389, 0.7760, -1.2542], [-1.4869, -0.4504, -1.2267], [-0.4273, -1.8693, -1.5301], [-1.0067, -1.2277, 0.9954], [0.9105, 1.7247, 1.9262]],
  "lowdin_charge": [-0.1331, -0.1991, -0.1125, -0.0135, -0.1155, 0.1102, 0.0513, 0.1422, 0.1196, 0.1504]
}

***

--- three ---
{
  "formula": "C2H5NO2",
  "method": "the ωB97M-V functional and the def2-TZVPD basis",
  "orbital_gap_ev": 10.69,
  "e_lumo_ev": 0.80,
  "symbols": ["N", "C", "C", "O", "O", "H", "H", "H", "H", "H"],
  "xyz": [[-1.3981, -0.1583, -0.4602], [0.0405, -0.2398, -0.6807], [0.7807, 0.0846, 0.6005], [1.2798, -0.6864, 1.3684], [0.7989, 1.4289, 0.8281], [-1.8608, -0.5488, -1.2706], [-1.6579, -0.7078, 0.3574], [0.3375, 0.5176, -1.4120], [0.3761, -1.2311, -0.9810], [1.3033, 1.5413, 1.6502]],
  "lowdin_charge": [0.0103, -0.1983, -0.5220, 0.1098, 0.0904, 0.0688, 0.0806, 0.1217, 0.1157, 0.1231]
}

***

--- four ---
{
  "formula": "C2H5NO2",
  "method": "the ωB97M-V functional and the def2-TZVPD basis",
  "orbital_gap_ev": 10.94,
  "e_lumo_ev": 0.89,
  "symbols": ["C", "O", "N", "C", "O", "H", "H", "H", "H", "H"],
  "xyz": [[1.1062, 1.4025, 0.5439], [1.1015, -0.0336, 0.2449], [-0.1480, -0.5824, 0.6842], [-1.0752, -0.7872, -0.3674], [-1.1947, -0.1916, -1.3620], [1.9805, 1.8492, -0.1379], [1.2411, 1.4632, 1.7084], [0.0814, 1.8290, 0.2181], [0.1212, -1.4477, 1.1518], [-1.8288, -1.5074, 0.1478]],
  "lowdin_charge": [-0.0903, -0.2284, -0.0058, -0.3689, 0.0986, 0.1230, 0.1027, 0.0941, 0.1286, 0.1465]
}

***

Short version: three is the most stable of them.

***

--- one ---
{
  "formula": "C2H5NO2",
  "method": "the ωB97M-V functional and the def2-TZVPD basis",
  "orbital_gap_ev": 9.78,
  "e_lumo_ev": 0.72,
  "symbols": ["C", "O", "C", "N", "O", "H", "H", "H", "H", "H"],
  "xyz": [[-0.9529, 0.7372, 1.1808], [-1.2706, 0.4016, -0.1958], [-0.2538, -0.1282, -1.0362], [0.9284, -0.5796, -0.7925], [1.4748, -0.4970, 0.4233], [-1.6986, 1.3915, 1.5848], [-0.9026, -0.2879, 1.6473], [-0.0601, 1.3641, 1.1990], [-0.5827, -0.1901, -2.0970], [2.3521, -1.1113, 0.5250]],
  "lowdin_charge": [-0.0713, -0.1485, -0.1802, -0.0629, -0.1213, 0.0718, 0.1104, 0.0837, 0.1313, 0.1871]
}

***

--- two ---
{
  "formula": "C2H5NO2",
  "method": "the ωB97M-V functional and the def2-TZVPD basis",
  "orbital_gap_ev": [7.42, 8.41],
  "e_lumo_ev": [-0.83, -0.43],
  "symbols": ["C", "C", "N", "O", "O", "H", "H", "H", "H", "H"],
  "xyz": [[1.0875, 0.3033, 0.4032], [-0.4007, -0.1265, 0.4026], [-0.5775, -0.6321, -0.9424], [0.6952, -0.4177, -1.5567], [-1.2516, 0.9423, 0.6543], [1.3243, 1.3402, 0.2481], [1.8426, -0.3731, 0.7584], [-0.6071, -0.8603, 1.1960], [-0.7786, -1.6289, -0.9989], [-1.3343, 1.4528, -0.1647]],
  "lowdin_charge": [0.2070, -0.4654, -0.0922, -0.1438, -0.0200, 0.0802, 0.0749, 0.1462, 0.1090, 0.1041]
}

***

--- three ---
{
  "formula": "C2H5NO2",
  "method": "the ωB97M-V functional and the def2-TZVPD basis",
  "orbital_gap_ev": 10.90,
  "e_lumo_ev": 0.89,
  "symbols": ["C", "O", "C", "N", "O", "H", "H", "H", "H", "H"],
  "xyz": [[1.5939, 0.1054, -0.0714], [0.3239, 0.3163, -0.7059], [-0.6852, -0.0463, 0.0671], [-1.9630, 0.0221, -0.2900], [-0.5736, -0.4968, 1.2241], [1.6469, 0.6667, 0.8645], [2.3370, 0.4605, -0.7822], [1.7352, -0.9572, 0.1414], [-2.3211, 0.3325, -1.1953], [-2.0940, -0.4033, 0.7477]],
  "lowdin_charge": [-0.0439, -0.0062, -0.6892, 0.1471, 0.0058, 0.0971, 0.0921, 0.0980, 0.1160, 0.1832]
}

***

--- four ---
{
  "formula": "C2H5NO2",
  "method": "the ωB97M-V functional and the def2-TZVPD basis",
  "orbital_gap_ev": 11.13,
  "e_lumo_ev": 1.08,
  "symbols": ["C", "N", "O", "C", "O", "H", "H", "H", "H", "H"],
  "xyz": [[-1.8603, -0.4708, -0.6943], [-0.9088, 0.1170, -0.0623], [0.2485, -0.7141, 0.0215], [1.4204, 0.1245, 0.2390], [1.5380, 0.8350, 1.3986], [-1.7496, -1.4684, -1.0537], [-2.8744, -0.0152, -0.9175], [1.1777, 0.8965, -0.5769], [2.2356, -0.6412, 0.0501], [0.7730, 1.3367, 1.5955]],
  "lowdin_charge": [-0.0182, -0.0252, -0.1743, -0.2897, 0.0006, 0.0611, 0.0934, 0.1311, 0.1517, 0.0696]
}

***

Short version: three is the most stable of them.

***

--- one ---
{
  "formula": "C2H5NO2",
  "method": "the ωB97M-V functional and the def2-TZVPD basis",
  "orbital_gap_ev": 8.72,
  "e_lumo_ev": 0.83,
  "symbols": ["N", "C", "O", "C", "O", "H", "H", "H", "H", "H"],
  "xyz": [[1.7813, 0.0435, 0.1214], [0.6756, -0.2981, -0.5713], [0.0950, -1.3724, -0.1457], [-1.1892, -0.0759, -0.3258], [-1.2255, 1.2237, 0.1090], [2.1511, -0.5839, 0.8330], [2.3672, 0.7920, -0.2107], [-1.4432, -0.1615, -1.3714], [-1.7924, -0.7101, 0.3306], [-1.3753, 1.2306, 1.0627]],
  "lowdin_charge": [0.0951, -0.3739, -0.0682, -0.1554, -0.0146, 0.0975, 0.0849, 0.1102, 0.1169, 0.1075]
}

***

--- two ---
{
  "formula": "C2H5NO2",
  "method": "the ωB97M-V functional and the def2-TZVPD basis",
  "orbital_gap_ev": 10.01,
  "e_lumo_ev": 0.27,
  "symbols": ["N", "C", "C", "O", "O", "H", "H", "H", "H", "H"],
  "xyz": [[-0.0791, -0.6495, -1.5686], [0.3188, 0.5600, -0.8051], [0.0857, 0.1664, 0.6646], [0.1618, 1.0121, 1.5717], [-0.5682, -0.9551, 0.7498], [0.8811, -1.1617, -1.8052], [-0.4006, -0.2556, -2.4506], [-0.2299, 1.4647, -1.0939], [1.4647, 0.8708, -1.0771], [-0.3376, -1.1869, -0.3222]],
  "lowdin_charge": [-0.0136, -0.1536, -0.5766, 0.0374, 0.0676, 0.1695, 0.1068, 0.1217, 0.1674, 0.0732]
}

***

--- three ---
{
  "formula": "C2H5NO2",
  "method": "the ωB97M-V functional and the def2-TZVPD basis",
  "orbital_gap_ev": 10.87,
  "e_lumo_ev": 0.79,
  "symbols": ["N", "C", "O", "H", "H", "H", "C", "O", "H", "H"],
  "xyz": [[0.6019, -0.1234, -1.2875], [1.0267, 0.9210, -0.5387], [0.3487, 1.7069, 0.0810], [1.1589, -0.2803, -2.1083], [-0.1351, -0.8038, -1.1127], [2.1311, 0.9645, -0.4697], [-1.0864, -0.7486, 1.3079], [-0.8948, -1.6525, 0.5368], [-1.1197, -0.9026, 2.3955], [-1.2907, 0.2566, 0.9481]],
  "lowdin_charge": [0.1089, -0.4272, 0.0087, 0.0896, 0.0748, 0.1263, -0.1120, -0.0245, 0.0879, 0.0675]
}

***

Short version: three is the most stable of them.

***

--- one ---
{
  "formula": "C2H5NO2",
  "method": "the ωB97M-V functional and the def2-TZVPD basis",
  "orbital_gap_ev": 10.98,
  "e_lumo_ev": 0.83,
  "symbols": ["O", "C", "C", "N", "O", "H", "H", "H", "H", "H"],
  "xyz": [[-1.6842, -0.6625, -1.0310], [-0.2758, -0.3838, -1.4014], [0.6190, 0.0182, -0.2398], [0.0929, 0.4496, 0.8371], [1.2152, 0.8055, 1.7698], [-1.5634, -1.5402, -0.5917], [0.1343, -1.3505, -1.9065], [-0.1781, 0.3775, -2.1545], [1.6677, -0.2390, 0.0227], [0.9825, 0.6549, 2.7071]],
  "lowdin_charge": [-0.0922, -0.2086, -0.1531, 0.0324, -0.1259, 0.0960, 0.1399, 0.1002, 0.1299, 0.0814]
}

***

--- two ---
{
  "formula": "C2H5NO2",
  "method": "the ωB97M-V functional and the def2-TZVPD basis",
  "orbital_gap_ev": 10.50,
  "e_lumo_ev": 0.54,
  "symbols": ["C", "N", "C", "O", "O", "H", "H", "H", "H", "H"],
  "xyz": [[-0.9730, 0.5171, 0.5910], [-0.1041, 0.2482, -0.5603], [0.9183, -0.6462, -0.7591], [1.2722, -0.9455, -1.9251], [1.3805, -1.2166, 0.5044], [-2.0421, 0.4766, 0.3772], [-0.8395, -0.2550, 1.3626], [-0.9135, 1.6867, 0.9348], [-0.5010, 0.5699, -1.4693], [1.8022, -0.4352, 0.9439]],
  "lowdin_charge": [-0.0980, -0.0100, -0.4949, 0.0404, 0.0174, 0.0625, 0.0803, 0.1266, 0.1577, 0.1180]
}

***

Short version: two is the most stable of them.

***

--- one ---
{
  "formula": "C5H11NO",
  "method": "the ωB97M-V functional and the def2-TZVPD basis",
  "orbital_gap_ev": 9.74,
  "e_lumo_ev": 0.86,
  "symbols": ["C", "C", "N", "C", "C", "C", "O", "H", "H", "H", "H", "H", "H", "H", "H", "H", "H", "H"],
  "xyz": [[0.2787, -0.6120, -2.4225], [0.7839, -0.6636, -0.8787], [-0.1954, -0.3363, -0.0124], [-1.4657, -1.0680, 0.0483], [-0.0115, 0.6380, 0.9733], [1.2870, 1.4289, 0.9832], [-0.8682, 0.8190, 1.8344], [0.0467, 0.6006, -2.6263], [1.0947, -1.1085, -3.1050], [-0.4466, -1.2197, -2.6469], [1.1451, -1.7571, -0.8139], [1.7086, -0.1422, -0.7690], [-1.3929, -2.1816, -0.0701], [-1.9959, -0.6392, 1.0456], [-1.9717, -0.7492, -1.0790], [1.9937, 0.7238, 1.2796], [1.2768, 1.9932, 1.6486], [1.6208, 1.9423, 0.3253]],
  "lowdin_charge": [-0.0716, -0.2804, -0.1798, -0.0364, -0.3926, 0.0649, 0.0286, 0.1423, 0.0987, -0.0433, 0.1355, 0.0950, 0.0813, 0.1298, 0.1393, 0.1050, -0.0216, 0.0053]
}

***

--- two ---
{
  "formula": "C5H11NO",
  "method": "the ωB97M-V functional and the def2-TZVPD basis",
  "orbital_gap_ev": 9.87,
  "e_lumo_ev": 0.88,
  "symbols": ["C", "C", "N", "C", "C", "C", "O", "H", "H", "H", "H", "H", "H", "H", "H", "H", "H", "H"],
  "xyz": [[-2.3864, -0.3981, 0.6462], [-1.3522, -0.3267, -0.5333], [-0.2100, 0.3707, -0.0612], [-0.1147, 1.7601, -0.3074], [0.9718, -0.4830, -0.0314], [2.2763, 0.2891, 0.5216], [1.0768, -1.6070, -0.3791], [-3.3142, -0.7701, 0.1323], [-2.5563, 0.6729, 1.1203], [-1.9327, -1.0687, 1.5782], [-1.8951, 0.1445, -1.2329], [-1.0023, -1.4373, -0.5892], [-0.9103, 2.1068, 0.0540], [0.6245, 2.3617, 0.1415], [-0.0835, 1.9308, -1.4435], [1.9732, 0.9239, 1.5473], [2.6941, 0.8815, -0.3449], [2.8893, -0.5333, 0.7236]],
  "lowdin_charge": [-0.1065, -0.2509, -0.1539, -0.0692, -0.4516, -0.0091, 0.0788, 0.0666, 0.0883, 0.1237, 0.0698, 0.1458, 0.0028, 0.0776, 0.1352, 0.1398, 0.0861, 0.0268]
}

***

Short version: two is the most stable of them.

***

--- one ---
{
  "formula": "C5H11NO",
  "method": "the ωB97M-V functional and the def2-TZVPD basis",
  "orbital_gap_ev": 8.60,
  "e_lumo_ev": 0.87,
  "symbols": ["C", "C", "C", "C", "C", "N", "H", "H", "H", "H", "H", "H", "H", "H", "H", "O", "H", "H"],
  "xyz": [[1.2162, 2.2736, -0.1267], [0.7684, 1.5014, -1.1345], [0.0555, 0.2235, -0.9604], [-0.8506, -0.0933, -0.0025], [-1.4385, -1.4620, 0.0500], [-1.4026, 0.8509, 0.8236], [1.4650, 3.3169, -0.1459], [1.0080, 1.8816, 0.8659], [1.0745, 1.6819, -2.1646], [0.3655, -0.5353, -1.6592], [-0.9797, -2.1563, -0.6354], [-2.5471, -1.4598, 0.0782], [-1.5157, -1.7420, 1.1241], [-2.0871, 0.6256, 1.5123], [-1.2233, 1.8187, 0.6011], [1.5355, -2.4445, 0.9618], [1.1445, -1.6823, 0.5026], [1.7829, -3.1407, 0.3483]],
  "lowdin_charge": [-0.0143, -0.1851, -0.1212, -0.4227, -0.0615, 0.1109, 0.0428, 0.0530, 0.0894, 0.0929, 0.0787, 0.0874, 0.0940, 0.0909, 0.0908, -0.0635, 0.0032, 0.0342]
}

***

--- two ---
{
  "formula": "C5H11NO",
  "method": "the ωB97M-V functional and the def2-TZVPD basis",
  "orbital_gap_ev": 9.36,
  "e_lumo_ev": 0.91,
  "symbols": ["C", "C", "N", "C", "C", "C", "O", "H", "H", "H", "H", "H", "H", "H", "H", "H", "H", "H"],
  "xyz": [[-1.3339, -0.1256, -1.7342], [-0.2972, -0.6892, -1.1029], [0.9443, -0.8910, -1.6879], [-0.3970, -0.9147, 0.3892], [0.7035, -0.2565, 1.2203], [0.5577, 1.2521, 1.2356], [-0.6567, 1.6740, 1.8339], [-2.3591, -0.4006, -1.5313], [-1.1685, 0.3165, -2.7104], [1.7592, -0.7190, -1.1112], [1.0802, -0.2680, -2.4794], [-1.4063, -0.6621, 0.7048], [-0.3560, -1.9827, 0.6396], [0.6288, -0.5969, 2.2537], [1.6812, -0.6086, 0.8876], [0.6050, 1.6783, 0.2241], [1.3588, 1.7824, 1.7537], [-1.3441, 1.4117, 1.2146]],
  "lowdin_charge": [0.0154, -0.4393, 0.1000, -0.1721, -0.1812, -0.2774, -0.0608, 0.0553, 0.0462, 0.0740, 0.0953, 0.1050, 0.1167, 0.1168, 0.1024, 0.1151, 0.1167, 0.0720]
}

***

--- three ---
{
  "formula": "C5H11NO",
  "method": "the ωB97M-V functional and the def2-TZVPD basis",
  "orbital_gap_ev": 9.05,
  "e_lumo_ev": 0.80,
  "symbols": ["C", "C", "C", "C", "N", "C", "H", "H", "H", "H", "H", "H", "H", "H", "H", "O", "H", "H"],
  "xyz": [[-1.9075, 2.1868, 0.7979], [-0.7195, 1.6129, 0.9203], [-0.0117, 1.0797, -0.2189], [1.0517, 0.2676, 0.0136], [1.5148, -0.6438, -1.0107], [0.4524, -1.0761, -1.8608], [-2.3621, 2.5826, 1.6707], [-2.3182, 2.5163, -0.1877], [-0.2815, 1.2272, 1.8256], [-0.4773, 1.3806, -1.1545], [1.6289, 0.1641, 0.9136], [2.3271, -0.3264, -1.6140], [0.2022, -0.4779, -2.7649], [0.9159, -1.8860, -2.5630], [-0.3827, -1.4515, -1.3514], [-0.3323, -2.3564, 1.5503], [-0.5109, -1.6751, 0.8343], [0.1203, -3.1210, 1.1518]],
  "lowdin_charge": [0.0016, -0.2142, -0.1277, -0.1464, -0.1188, -0.1929, 0.0368, 0.0764, 0.1019, 0.1125, 0.1098, 0.1425, 0.0772, 0.1053, 0.0526, -0.0907, 0.0316, 0.0423]
}

***

--- four ---
{
  "formula": "C5H11NO",
  "method": "the ωB97M-V functional and the def2-TZVPD basis",
  "orbital_gap_ev": 9.01,
  "e_lumo_ev": 1.02,
  "symbols": ["C", "C", "N", "C", "C", "C", "O", "H", "H", "H", "H", "H", "H", "H", "H", "H", "H", "H"],
  "xyz": [[-0.9831, 0.1105, 1.4180], [-0.0220, -0.7978, 1.1409], [0.5299, -1.6155, 2.1224], [0.5730, -0.7629, -0.2431], [0.7030, 0.5283, -0.9925], [-0.5660, 0.8075, -1.9859], [-1.3312, 1.8576, -1.4013], [-1.4189, 0.8620, 0.8022], [-1.4054, -0.1335, 2.3948], [1.5199, -1.7658, 2.1543], [0.0063, -1.5111, 2.9739], [1.5951, -1.1296, -0.0037], [0.3631, -1.6222, -0.8763], [0.9218, 1.3687, -0.3527], [1.6515, 0.4089, -1.5121], [-1.2221, -0.0502, -1.8049], [-0.0906, 0.9565, -2.9395], [-0.8243, 2.4885, -0.8942]],
  "lowdin_charge": [0.0408, -0.4202, 0.0798, -0.2050, -0.1672, -0.1902, -0.1000, 0.0359, 0.0500, 0.0837, 0.0792, 0.1063, 0.1212, 0.1041, 0.0978, 0.1154, 0.0977, 0.0707]
}

***

Short version: two is the most stable of them.